[1]
The following is a quantum chemistry calculation of a structure of composition C16H14BCrF5N6S, from OMol25.

XYZ file:
```
44
Properties=species:S:1:pos:R:3:forces:R:3:mulliken_charge:R:1
C -0.96779 -2.84537 -0.94392 -0.3 0.3 -1.0 -0.215
N -1.00641 -1.50985 -1.15689 -0.4 -0.1 -0.5 0.302
N -1.81855 -1.27802 -2.26123 0.6 -0.4 0.9 -0.005
C -2.26341 -2.45760 -2.72469 0.6 0.4 0.6 -0.069
C -1.73830 -3.47123 -1.92257 0.1 0.0 0.2 -1.155
B -1.97586 0.17178 -2.77654 0.0 0.1 0.1 0.079
N -2.43450 1.03804 -1.56995 0.2 0.2 1.1 -0.044
N -1.66056 1.05420 -0.41326 -0.3 0.0 -0.6 0.621
C -2.19814 1.95566 0.43389 -0.6 0.2 -0.8 -0.242
C -3.33355 2.51425 -0.16547 0.4 -0.2 0.1 -1.106
C -3.45139 1.90213 -1.41511 0.6 0.0 0.3 -0.048
Cr -0.00324 -0.05603 -0.32000 -2.5 1.0 -1.3 0.511
N -0.54189 0.67445 -3.11993 1.0 0.0 0.6 0.085
N 0.40335 0.65785 -2.10395 0.0 0.1 -0.3 0.158
C 1.56617 1.15311 -2.58885 -0.9 -0.2 -0.8 -0.286
C 1.36988 1.47091 -3.93410 0.1 0.0 0.2 -1.136
C 0.04156 1.15076 -4.23240 0.4 -0.1 1.0 -0.051
H 2.44237 1.23116 -1.95618 -0.1 0.0 -0.2 0.503
H -0.51763 1.23657 -5.15095 0.0 0.0 0.0 0.487
H 2.10541 1.88098 -4.60244 0.0 0.0 -0.1 0.437
H -2.73003 0.22293 -3.70356 0.2 0.1 0.2 -0.003
H -4.16972 2.05028 -2.21621 0.2 0.0 0.3 0.477
H -2.90264 -2.48120 -3.59788 0.1 -0.1 0.2 0.477
H -3.95323 3.28867 0.24723 -0.1 0.0 0.0 0.426
H -1.86519 -4.53059 -2.05312 -0.1 0.0 0.0 0.437
H -1.74257 2.18957 1.39302 -0.3 -0.2 -0.4 0.301
H -0.35847 -3.25687 -0.15215 -0.2 0.0 -0.1 0.443
H 0.62379 1.71676 1.60360 0.0 0.2 0.2 0.148
C 0.28506 1.55129 2.64029 0.0 -0.3 0.0 -1.106
H -0.35577 2.38050 2.96190 0.2 -0.2 -0.1 0.417
H -0.27214 0.60677 2.70172 0.0 0.2 0.1 0.384
H 1.15756 1.49115 3.29783 -0.1 0.1 -0.2 0.252
F 3.50225 -0.66574 5.95051 -0.8 -0.3 -2.4 -0.190
C 3.10434 -0.81679 4.67299 0.8 0.4 2.2 0.537
C 3.83266 -0.21432 3.64277 1.7 1.1 -0.8 0.324
F 4.95677 0.48023 3.93263 -1.6 -1.0 -0.4 -0.227
C 3.40951 -0.36028 2.32861 2.0 0.9 -0.2 0.340
F 4.15534 0.17376 1.33143 -1.2 -0.6 1.5 -0.271
C 2.24623 -1.08997 2.00122 -0.6 -0.1 -1.4 0.260
S 1.79550 -1.27268 0.33808 1.5 -0.7 1.1 -0.228
C 1.54969 -1.71408 3.05941 -1.2 -1.1 1.1 0.193
F 0.45792 -2.47298 2.77893 1.4 1.2 0.4 -0.298
C 1.96865 -1.57861 4.37868 -1.9 -1.3 0.4 0.311
F 1.28692 -2.17157 5.38663 1.0 0.9 -1.5 -0.230
```
Positions in Å, forces in eV/Å.

Charge: +2
2S+1: 5
Highest occupied orbital energy (spin up / spin down), eV: -15.466 / -15.435
Maximum force, Eh/bohr: 0.057
Molar mass, g/mol: 480.20

[2]
The following is a quantum chemistry calculation of a structure of composition C30H37N6O2PS2Ti, from OMol25.

XYZ file:
```
79
Properties=species:S:1:pos:R:3:forces:R:3:mulliken_charge:R:1
Ti -0.26149 0.55861 0.27963 -0.3 0.4 -0.1 0.176
S -1.62816 -1.07686 -0.69423 0.0 0.0 0.0 -0.379
C -3.00669 -0.64018 0.32041 0.0 0.0 0.0 0.592
C -3.95498 -1.63032 0.59333 0.1 0.0 -0.1 -0.836
C -5.09119 -1.35430 1.32772 -0.2 -0.1 0.1 0.579
C -6.02719 -2.41381 1.60425 0.1 0.1 -0.1 -0.261
N -6.74982 -3.28014 1.82052 0.0 0.0 0.0 -0.512
C -5.29685 -0.05812 1.82485 -0.2 0.0 0.2 0.423
C -4.35394 0.92194 1.58471 0.1 0.0 0.0 -0.792
C -3.20567 0.65723 0.83230 0.0 0.0 0.0 0.768
S -2.09278 1.98547 0.51335 0.0 0.0 0.0 -0.507
C -6.46017 0.25545 2.61535 0.1 -0.1 -0.1 -0.232
N -7.37557 0.50530 3.26250 0.0 0.0 0.0 -0.509
H -3.79758 -2.63145 0.21483 0.0 0.0 0.0 0.549
H -4.50798 1.91613 1.98150 0.0 0.0 0.0 0.566
N 0.31033 0.05053 1.86129 0.1 -0.1 -0.4 0.140
P 0.79896 -1.07511 2.86737 0.1 0.0 0.1 -0.404
N -0.30075 -1.58399 3.98853 -0.2 0.1 0.0 0.309
C -0.71763 -0.58449 5.00013 0.1 0.0 0.0 -0.929
C -2.14836 -0.13392 4.76627 0.0 0.0 0.0 -0.305
C -3.10887 -1.31223 4.97152 0.0 0.0 0.0 -0.409
C -2.42691 -2.63871 4.61190 0.0 -0.1 0.0 -1.187
C -1.39610 -2.45882 3.50969 0.1 0.0 0.0 -0.232
N 1.18222 -2.46017 2.05799 0.1 -0.1 0.0 0.197
C 1.64158 -3.62799 2.82189 0.0 0.0 0.0 -1.027
C 3.15477 -3.80727 2.75214 0.0 0.0 0.0 -0.148
C 3.62792 -3.86284 1.30507 0.0 0.0 0.0 -1.204
C 3.14899 -2.62764 0.55225 0.0 0.0 0.0 -0.306
C 1.63916 -2.48194 0.66618 -0.1 0.0 0.0 -0.284
N 2.03091 -0.46044 3.76798 0.0 0.1 0.1 1.096
C 2.81429 0.67994 3.25260 0.0 0.0 0.0 0.100
C 4.21246 0.64804 3.84582 0.0 0.0 0.0 -1.101
C 4.17803 0.79860 5.37134 0.0 0.0 0.0 -0.637
C 2.91830 0.14252 5.95949 0.0 0.0 0.0 -0.954
C 2.44266 -0.99681 5.07136 0.0 0.0 -0.1 -0.710
H -0.03189 0.26139 4.95615 0.0 0.0 0.0 0.530
H -0.62428 -1.02488 5.99871 0.0 0.0 0.0 0.305
H -2.22013 0.25638 3.74752 0.0 0.0 0.0 -0.181
H -2.39168 0.68985 5.43940 0.0 0.0 0.0 0.508
H -3.99732 -1.17262 4.35995 -0.1 0.0 -0.1 0.134
H -3.45101 -1.34661 6.00747 0.0 0.0 0.0 0.376
H -3.16408 -3.37793 4.29364 0.0 0.0 0.0 0.484
H -1.92393 -3.05761 5.48754 0.0 0.0 0.0 0.345
H -1.86930 -2.03311 2.61772 0.0 0.0 0.0 -0.070
H -0.97599 -3.42239 3.22353 0.0 0.0 0.0 0.384
H 1.15200 -4.51598 2.40343 0.0 0.0 0.0 0.495
H 1.30597 -3.53080 3.85479 0.0 0.0 0.0 0.510
H 3.43183 -4.71645 3.29114 0.0 0.0 0.0 0.390
H 3.63992 -2.96635 3.25635 0.0 0.0 0.0 -0.104
H 3.22155 -4.76149 0.82688 0.0 0.0 0.0 0.348
H 4.71540 -3.94472 1.26009 0.0 0.0 0.0 0.442
H 3.42371 -2.67620 -0.50287 0.0 0.0 0.0 0.526
H 3.61889 -1.72724 0.95925 0.0 0.0 0.0 -0.001
H 1.13501 -3.31366 0.16047 0.0 0.0 0.0 0.451
H 1.32979 -1.56631 0.17006 0.0 0.0 0.0 -0.137
H 2.31626 1.62346 3.50514 0.0 0.0 0.0 0.242
H 2.86768 0.62161 2.16587 0.0 0.0 0.1 -0.268
H 4.81128 1.43896 3.39191 0.0 0.0 0.0 0.519
H 4.68339 -0.29896 3.56706 0.0 0.0 0.0 0.231
H 4.20116 1.85555 5.64314 0.0 0.0 0.0 0.358
H 5.07304 0.34633 5.80288 0.0 0.0 0.0 0.303
H 2.10967 0.87389 6.03860 0.0 0.0 0.0 0.226
H 3.10805 -0.23011 6.96713 0.0 0.0 0.0 0.463
H 1.59886 -1.51802 5.52004 0.0 0.0 0.0 0.548
H 3.24950 -1.73133 4.95995 0.0 0.0 0.0 0.333
O 2.91269 0.57656 -0.20716 -0.1 0.0 -0.1 -0.524
C 2.26405 1.56520 -0.47209 0.0 0.0 -0.1 0.850
O 0.96529 1.50807 -0.80297 0.2 -0.4 0.7 -0.767
C 2.85083 2.93379 -0.44002 -0.1 0.0 0.0 0.491
C 2.04975 4.05434 -0.25000 0.0 0.0 -0.1 -0.464
C 2.62930 5.31125 -0.17288 0.0 0.0 0.0 -0.674
C 4.00389 5.44953 -0.30876 0.0 0.0 0.0 -0.391
C 4.80253 4.33101 -0.51128 0.0 0.0 0.0 -0.585
C 4.22884 3.07172 -0.56620 0.0 0.0 0.1 -0.372
H 0.97757 3.93864 -0.16799 0.0 0.0 0.0 0.478
H 2.00892 6.18324 -0.01411 0.0 0.0 0.0 0.410
H 4.45436 6.43238 -0.25936 0.0 0.0 0.0 0.384
H 5.87291 4.44257 -0.62378 0.0 0.0 0.0 0.405
H 4.83325 2.18545 -0.70446 0.0 0.0 0.0 0.438
```
Positions in Å, forces in eV/Å.

Highest occupied orbital energy, eV: -8.579
Maximum force, Eh/bohr: 0.016
Molar mass, g/mol: 656.64
Energy relative to the best compared isomer or geometry (same formula, charge and spin), kJ/mol: 4.6

[3]
The following is a quantum chemistry calculation of a structure of composition C3ClN3S, from OMol25.

XYZ file:
```
8
Properties=species:S:1:pos:R:3:forces:R:3:mulliken_charge:R:1
C 1.58258 -0.02124 -0.22451 -0.3 -0.3 0.4 0.355
C 0.44434 -0.75251 -0.10115 0.9 -2.1 0.4 0.083
C -0.56550 -0.42867 -0.95111 -3.8 0.6 -1.2 0.387
N 2.53703 0.58702 -0.15298 2.4 1.6 -0.1 -0.290
N -1.10320 1.90111 1.00565 2.3 3.6 0.8 -0.214
N -1.59962 0.07067 -1.30591 2.9 -1.8 -1.3 -0.358
S -1.81245 0.70685 0.69632 -3.8 -2.2 1.9 0.101
Cl 0.51683 -2.06325 1.03367 -0.6 0.7 -0.8 -0.063
```
Positions in Å, forces in eV/Å.

2S+1: 3
Highest occupied orbital energy (spin up / spin down), eV: -7.665 / -11.199
Maximum force, Eh/bohr: 0.093
Molar mass, g/mol: 145.57

[4]
The following is a quantum chemistry calculation of a structure of composition C9H22FINO6S2, from OMol25.

XYZ file:
```
42
Properties=species:S:1:pos:R:3:forces:R:3:mulliken_charge:R:1
C -2.80085 0.59600 0.14435 0.2 -0.6 0.4 -0.866
C -1.92521 -0.53107 0.86263 -0.5 0.6 0.5 -0.447
C -0.37485 -0.32254 0.72306 -1.9 -0.9 0.7 -0.104
F -0.02159 0.96467 1.17587 -0.2 -1.5 -0.6 -0.286
S 0.27993 -0.49888 -1.00071 5.0 1.8 -3.6 1.201
O 0.35708 0.87587 -1.61516 -1.5 -2.5 1.6 -0.642
O 1.69216 -1.01387 -0.83936 -3.3 0.3 0.6 -0.674
N -0.64432 -1.58144 -1.92380 0.7 1.2 -0.6 -0.376
S -0.21184 -1.53102 -3.55297 4.5 -3.1 0.2 0.640
O -0.40049 -2.87274 -4.21487 -1.3 3.2 1.8 -0.610
O 1.21491 -1.11713 -3.79326 -3.2 0.1 0.7 -0.428
I -1.54449 0.19905 -4.69620 -0.1 -0.2 0.1 -0.069
H -2.94703 1.43817 0.87976 0.3 -0.7 -1.0 0.128
H -2.28617 0.94871 -0.79229 -0.7 -0.3 0.9 0.372
H -3.82779 0.19001 -0.09452 1.2 0.4 0.2 0.264
H -2.15962 -0.45713 1.97034 0.4 -0.1 -1.1 0.222
H -2.23975 -1.58030 0.57546 0.7 1.2 -0.1 0.376
H 0.12087 -1.12435 1.34157 0.0 1.1 -0.7 0.280
C 5.59324 -0.55698 -2.37230 0.2 0.0 0.2 -1.102
C 5.40598 -1.20038 -3.73808 -0.7 0.2 0.3 0.334
C 4.76901 -0.23209 -4.72130 0.0 0.1 -0.2 -1.090
O 4.58360 -2.35654 -3.61066 0.3 -0.2 0.0 -0.562
H 4.62999 -0.25783 -1.94845 0.0 0.0 -0.1 0.231
H 6.04131 -1.26674 -1.67244 0.0 0.0 -0.1 0.301
H 6.23606 0.32550 -2.43550 0.0 0.0 0.0 0.359
H 6.37405 -1.53347 -4.12349 -0.1 -0.2 0.0 0.277
H 3.77885 0.07553 -4.37262 0.1 0.0 0.1 0.233
H 4.62879 -0.70929 -5.69410 0.1 0.0 0.1 0.295
H 5.38550 0.66132 -4.85580 0.0 0.0 0.0 0.371
H 3.72117 -2.07472 -3.27052 0.0 0.0 -0.1 0.357
C -2.32984 1.20012 4.96399 0.3 0.0 -0.1 -1.208
C -3.63589 1.55338 4.26976 0.0 -0.4 0.5 0.460
C -4.71494 1.92360 5.27573 -0.2 0.2 -0.1 -1.372
O -4.07458 0.44406 3.48780 0.0 0.2 -0.3 -0.517
H -2.46109 0.33632 5.62373 -0.1 0.1 0.1 0.323
H -1.56768 0.92669 4.23070 0.0 0.1 0.0 0.273
H -1.95832 2.03848 5.55771 0.0 -0.1 0.0 0.392
H -3.47248 2.38707 3.58298 -0.1 -0.2 -0.1 0.284
H -4.92665 1.08442 5.94588 0.1 0.0 0.0 0.347
H -5.64957 2.16466 4.76422 0.1 0.0 0.0 0.326
H -4.41462 2.78371 5.87877 0.0 0.0 0.0 0.377
H -4.22284 -0.29882 4.08407 0.0 0.1 0.0 0.333
```
Positions in Å, forces in eV/Å.

Charge: -1
Highest occupied orbital energy, eV: -5.974
Maximum force, Eh/bohr: 0.124
Molar mass, g/mol: 450.31

[5]
The following is a quantum chemistry calculation of a cluster of 2 separate species, C3H10NOPS in total, from OMol25.

XYZ file:
```
17
Properties=species:S:1:pos:R:3:forces:R:3:mulliken_charge:R:1
C -0.86444 1.60707 -0.68876 1.3 1.1 0.1 -1.036
C 2.12309 -0.23223 0.03376 2.9 1.5 3.2 -0.193
C -1.22235 0.55900 0.33382 0.5 0.2 0.9 -0.396
N -1.00750 -1.91500 1.42153 -2.0 -1.1 0.9 -0.469
O 1.07622 -0.80866 0.80742 0.6 0.4 0.1 -0.317
P -0.37775 -1.09003 0.08990 0.5 0.8 -0.7 0.214
S 0.84724 -0.30436 -3.26268 -0.2 -0.1 0.0 -0.093
H -0.86794 1.26559 -1.68271 0.7 -1.3 -1.4 0.189
H -1.44494 2.48449 -0.93090 -1.2 0.3 1.2 0.370
H 0.09393 2.07507 -0.44561 0.2 -0.4 -0.3 0.239
H 1.83597 -0.14360 -0.94009 -0.3 -0.6 -2.9 -0.083
H 3.15032 -0.76031 0.24063 -2.2 0.6 -0.7 0.240
H 2.37469 0.90891 0.24756 -0.9 -2.1 0.4 0.186
H -2.28206 0.37492 0.24579 -0.5 -0.2 0.6 0.390
H -0.85852 0.88569 1.35755 -1.0 -0.4 -0.9 0.291
H -0.53836 -2.76735 1.73510 0.1 0.5 -0.4 0.227
H -2.03761 -2.13918 1.43766 1.6 0.7 -0.3 0.241
```
Positions in Å, forces in eV/Å.

Highest occupied orbital energy (spin up / spin down), eV: -8.158 / -8.180
Maximum force, Eh/bohr: 0.088
Molar mass, g/mol: 139.16
Energy relative to the best compared isomer or geometry (same formula, charge and spin), kJ/mol: 512.4